Formula: C42H43F3NOSi
Source: the Open Molecules 2025 dataset
Level of theory: ωB97M-V with the def2-TZVPD basis set

The frontier orbital gap is 0.0906 hartree. Its LUMO energy is -6.28 eV.

The geometry in ORCA input format:
```
! wB97M-V def2-TZVPD RIJCOSX def2/J DEFGRID3
* xyz 1 1
C 3.512 5.541 1.591
Si 4.020 3.943 0.802
C 4.175 4.208 -1.036
C 5.603 3.292 1.532
O 2.813 2.836 1.155
C 1.776 2.250 0.384
C 1.003 3.380 -0.312
C 1.014 3.527 -1.699
C 0.283 4.555 -2.306
C -0.365 5.505 -1.515
C -0.273 5.434 -0.121
C 0.426 4.382 0.483
C 2.386 1.158 -0.548
C 3.689 0.702 -0.347
C 4.249 -0.246 -1.209
C 3.503 -0.736 -2.283
C 2.184 -0.315 -2.469
C 1.618 0.604 -1.575
C 0.863 1.529 1.424
C 1.583 0.434 2.252
C 0.731 -0.839 2.167
C -0.355 -0.594 1.110
N -0.283 0.830 0.826
C -1.361 1.494 0.382
C -2.558 0.903 0.021
C -3.801 1.642 0.054
C -4.973 1.096 -0.529
C -6.184 1.773 -0.461
C -6.261 3.024 0.172
C -5.110 3.588 0.737
C -3.894 2.918 0.675
H 4.250 6.320 1.347
H 2.526 5.866 1.229
H 3.465 5.425 2.684
H 5.127 4.725 -1.227
H 4.178 3.277 -1.617
H 3.367 4.847 -1.414
H 6.381 4.058 1.396
H 5.488 3.109 2.610
H 5.961 2.367 1.059
H 1.611 2.853 -2.313
H 0.234 4.581 -3.397
H -0.938 6.305 -1.989
H -0.748 6.187 0.514
H 0.542 4.346 1.570
H 4.303 1.099 0.470
H 5.270 -0.581 -1.012
H 3.945 -1.465 -2.967
H 1.579 -0.683 -3.300
H 0.584 0.934 -1.713
H 0.487 2.293 2.138
H 2.612 0.269 1.914
H 1.611 0.793 3.286
H 1.314 -1.735 1.930
H 0.228 -1.015 3.128
H -0.182 -1.191 0.198
H -1.348 -0.894 1.475
H -1.249 2.579 0.354
H -2.580 -0.137 -0.308
H -4.890 0.130 -1.030
H -7.072 1.326 -0.900
H -7.210 3.555 0.219
H -5.166 4.556 1.233
H -2.998 3.359 1.124
F -3.514 -8.497 3.313
C -2.153 -8.352 3.346
F -1.810 -8.042 4.627
F -1.617 -9.589 3.079
C -1.693 -7.319 2.359
C -0.751 -6.362 2.728
C -0.393 -5.374 1.832
C -0.979 -5.287 0.531
C -0.657 -4.168 -0.287
C -1.149 -3.900 -1.596
C -0.339 -3.163 -2.518
C -0.772 -2.898 -3.808
C -2.030 -3.355 -4.239
C -2.844 -4.081 -3.360
C -2.435 -4.325 -2.052
C -1.795 -6.392 0.137
C -2.191 -7.352 1.055
H -0.299 -6.390 3.720
H 0.348 -4.625 2.125
H 0.147 -3.531 0.094
H 0.651 -2.837 -2.183
H -0.131 -2.346 -4.499
H -2.363 -3.166 -5.260
H -3.808 -4.467 -3.695
H -3.108 -4.826 -1.358
H -2.127 -6.494 -0.894
H -2.882 -8.140 0.758
*
```


Formula: C42H43F5N7NdO11Te
Source: the Open Molecules 2025 dataset
Level of theory: ωB97M-V with the def2-TZVPD basis set

The energy above the lowest of the compared OMol25 structures with the same formula, charge and spin is 0.00 kJ/mol. The frontier orbital gap (spin up / spin down) is 0.2417 / 0.2416 hartree. Its LUMO energy (spin up / spin down) is -2.63 / -2.63 eV.

The geometry in ORCA input format:
```
! wB97M-V def2-TZVPD RIJCOSX def2/J DEFGRID3
* xyz 0 4
Nd 14.388 13.239 13.619
O 20.223 16.213 10.407
C 20.010 14.790 10.263
C 18.571 14.532 10.656
C 17.948 13.331 10.326
C 16.621 13.190 10.727
N 15.929 14.110 11.399
C 16.526 15.265 11.713
C 17.880 15.502 11.394
C 15.782 16.269 12.509
C 16.015 17.635 12.351
C 15.270 18.546 13.118
C 15.484 20.054 13.064
O 16.891 20.338 12.855
C 14.354 18.033 14.066
C 14.376 16.662 14.288
N 14.953 15.803 13.455
H 20.983 16.436 9.871
H 20.678 14.220 10.934
H 20.184 14.443 9.219
H 18.403 12.566 9.702
H 16.104 12.249 10.553
H 18.349 16.423 11.695
H 16.762 17.968 11.643
H 15.075 20.492 13.985
H 14.967 20.446 12.172
H 17.339 20.114 13.686
H 13.712 18.673 14.664
H 13.892 16.231 15.162
C 7.913 14.260 10.345
C 9.003 15.251 9.906
C 8.477 16.678 10.141
C 9.344 15.070 8.432
C 10.252 15.043 10.754
C 11.536 14.919 10.164
C 12.609 14.746 11.005
N 12.514 14.578 12.326
C 11.299 14.612 12.892
C 10.157 14.917 12.117
C 11.231 14.428 14.355
C 10.260 15.088 15.146
C 10.209 14.895 16.518
C 11.134 13.996 17.083
C 12.080 13.429 16.268
N 12.131 13.613 14.937
C 9.163 15.623 17.354
C 9.563 15.600 18.836
C 7.853 14.897 17.133
C 9.040 17.072 16.859
H 7.066 14.274 9.637
H 7.536 14.492 11.360
H 8.301 13.219 10.365
H 7.585 16.821 9.521
H 9.211 17.434 9.850
H 8.226 16.832 11.207
H 8.425 15.144 7.828
H 9.769 14.074 8.212
H 10.063 15.838 8.092
H 11.671 14.976 9.092
H 13.614 14.691 10.596
H 9.222 14.968 12.633
H 9.590 15.783 14.656
H 11.107 13.765 18.139
H 12.823 12.731 16.646
H 9.615 14.555 19.226
H 8.819 16.147 19.434
H 10.556 16.075 18.968
H 7.918 13.833 17.417
H 7.601 14.954 16.069
H 7.063 15.372 17.724
H 10.000 17.604 16.915
H 8.323 17.614 17.510
H 8.657 17.121 15.821
O 15.426 7.225 14.914
C 16.683 7.504 14.668
O 17.494 6.620 14.307
C 17.156 8.892 14.860
C 18.445 9.350 14.735
N 18.432 10.652 15.094
N 17.200 11.053 15.427
C 16.374 10.028 15.271
C 14.845 10.267 15.438
O 14.066 9.294 15.526
O 14.482 11.462 15.444
H 14.832 8.044 15.172
H 19.287 8.742 14.426
H 19.201 11.315 15.110
O 14.949 10.990 12.450
C 13.809 11.055 11.913
O 12.821 11.678 12.397
C 13.650 10.429 10.567
C 14.378 9.262 10.246
C 14.111 8.655 9.036
C 13.251 9.232 8.098
C 12.659 10.464 8.454
C 12.762 11.061 9.688
N 11.850 11.173 7.462
O 11.468 12.301 7.734
O 11.617 10.552 6.428
H 15.073 8.890 10.984
H 14.591 7.712 8.796
H 12.998 8.775 7.143
H 12.252 11.980 9.960
F 17.362 14.994 15.145
Te 16.678 13.448 16.170
F 16.074 12.218 17.515
F 16.699 12.944 13.756
F 16.719 14.706 17.671
F 18.574 12.968 16.472
O 14.990 13.891 15.779
*
```


Formula: C42H44AsN5O2SY
Source: the Open Molecules 2025 dataset
Level of theory: ωB97M-V with the def2-TZVPD basis set

The energy above the lowest of the compared OMol25 structures with the same formula, charge and spin is 18.68 kJ/mol. The frontier orbital gap is 0.2721 hartree. Its LUMO energy is -2.90 eV.

The geometry in ORCA input format:
```
! wB97M-V def2-TZVPD RIJCOSX def2/J DEFGRID3
* xyz 1 1
Y 0.273 0.215 0.800
S 1.783 2.146 -0.607
C 1.289 3.825 -0.422
C 2.191 4.766 -0.903
C 1.750 6.096 -0.938
C 0.507 6.451 -0.430
C -0.329 5.478 0.161
C 0.081 4.146 0.147
As -1.146 2.805 0.752
C -2.630 3.790 1.587
C -3.864 3.925 0.836
C -4.809 4.831 1.289
C -4.505 5.733 2.309
C -3.307 5.570 2.984
C -2.426 4.523 2.695
C -1.946 2.478 -0.984
C -2.714 1.337 -1.207
C -3.198 1.063 -2.463
C -2.990 1.894 -3.521
C -2.189 3.023 -3.361
C -1.768 3.357 -2.083
H 3.111 4.553 -1.389
H 2.366 6.898 -1.411
H 0.178 7.458 -0.562
H -1.322 5.729 0.480
H -4.030 3.333 -0.056
H -5.862 4.950 0.985
H -5.199 6.479 2.614
H -3.081 6.193 3.853
H -1.519 4.406 3.259
H -2.997 0.602 -0.422
H -3.862 0.144 -2.585
H -3.499 1.693 -4.443
H -1.970 3.627 -4.208
H -1.280 4.230 -1.905
C 4.953 -3.913 -4.792
O 4.801 -4.062 -3.410
C 3.694 -4.739 -2.901
C 3.655 -4.989 -1.544
C 2.547 -5.631 -1.008
C 1.501 -6.038 -1.811
C 1.564 -5.884 -3.183
C 2.659 -5.223 -3.710
N 0.395 -6.868 -1.291
N -0.614 -6.356 -0.873
C -0.690 -4.955 -0.943
C -1.097 -4.336 -2.036
C -1.065 -2.919 -2.133
C -0.648 -2.169 -1.052
O -0.427 -0.858 -1.015
C -0.286 -2.850 0.171
N 0.093 -2.077 1.257
C 0.327 -2.714 2.394
C 0.305 -4.129 2.518
C 0.068 -4.869 1.375
C -0.229 -4.232 0.161
H 5.756 -3.241 -4.945
H 4.069 -3.523 -5.337
H 5.299 -4.864 -5.231
H 4.466 -4.831 -0.873
H 2.558 -6.018 -0.021
H 0.727 -6.145 -3.777
H 2.723 -5.135 -4.777
H -1.517 -4.920 -2.837
H -1.394 -2.434 -3.059
H 0.539 -2.117 3.272
H 0.520 -4.655 3.439
H -0.046 -5.965 1.439
N 1.236 -0.081 -2.704
C 2.591 -0.552 -2.531
C 2.701 -1.496 -1.359
N 2.274 -0.904 -0.127
H 1.174 0.970 -2.403
H 0.458 -0.525 -2.133
H 0.896 -0.182 -3.624
H 3.173 0.352 -2.360
H 2.987 -0.998 -3.445
H 3.674 -2.040 -1.365
H 1.951 -2.301 -1.540
H 2.985 -0.176 0.177
H 2.205 -1.615 0.566
C -0.202 2.251 5.792
C -0.836 0.980 5.050
C -0.923 -0.181 5.967
C -2.275 1.429 4.603
C 0.048 0.527 3.929
C 0.776 0.177 3.031
H -0.880 2.370 6.579
H -0.216 3.022 5.072
H 0.817 2.075 6.139
H -1.728 -0.074 6.738
H 0.030 -0.325 6.492
H -1.177 -1.129 5.457
H -2.854 1.567 5.504
H -2.722 0.499 4.193
H -2.456 2.271 3.986
*
```


Formula: C42H44BGaO2P2
Source: the Open Molecules 2025 dataset
Level of theory: ωB97M-V with the def2-TZVPD basis set

The energy above the lowest of the compared OMol25 structures with the same formula, charge and spin is 0.00 kJ/mol. The frontier orbital gap is 0.2668 hartree. Its LUMO energy is -7.03 eV.

The geometry in ORCA input format:
```
! wB97M-V def2-TZVPD RIJCOSX def2/J DEFGRID3
* xyz 2 1
C -1.038 -0.857 -4.087
C -0.472 0.345 -3.617
C 0.609 0.925 -4.301
C 1.047 0.371 -5.497
C 0.437 -0.780 -5.997
C -0.588 -1.401 -5.283
P -0.956 1.004 -2.002
C -0.535 2.766 -2.052
C 0.550 3.235 -1.297
C 0.952 4.564 -1.434
C 0.263 5.420 -2.302
C -0.843 4.952 -3.027
C -1.246 3.623 -2.905
Ga -0.029 -0.041 -0.181
P 1.050 -1.976 -0.759
C 2.249 -1.700 -2.093
C 2.325 -2.513 -3.233
C 3.301 -2.267 -4.197
C 4.162 -1.174 -4.068
C 4.042 -0.319 -2.967
C 3.087 -0.573 -1.983
C 1.965 -2.670 0.648
C 1.270 -2.808 1.858
C 1.951 -3.180 3.016
C 3.334 -3.395 2.960
C 4.025 -3.272 1.751
C 3.344 -2.902 0.590
C -0.078 -3.297 -1.266
C -1.462 -3.059 -1.261
C -2.334 -4.089 -1.616
C -1.835 -5.353 -1.953
C -0.453 -5.586 -1.948
C 0.429 -4.564 -1.600
C -2.758 0.869 -1.983
C -3.505 0.862 -3.172
C -4.894 0.761 -3.109
C -5.536 0.662 -1.868
C -4.787 0.664 -0.684
C -3.397 0.771 -0.735
H 0.200 -2.571 1.905
H 1.404 -3.281 3.954
H 3.879 -3.642 3.873
H 5.098 -3.443 1.709
H 3.882 -2.763 -0.351
H 1.607 -3.318 -3.376
H 3.370 -2.919 -5.068
H 4.917 -0.978 -4.834
H 4.688 0.555 -2.878
H 2.965 0.110 -1.140
H -1.848 -2.077 -0.971
H -3.409 -3.899 -1.631
H -2.522 -6.153 -2.231
H -0.056 -6.565 -2.220
H 1.507 -4.741 -1.582
H -3.004 0.923 -4.139
H -5.468 0.758 -4.035
H -6.623 0.579 -1.823
H -5.283 0.582 0.283
H -2.802 0.776 0.183
H 1.076 2.561 -0.616
H 1.812 4.926 -0.870
H 0.593 6.452 -2.423
H -1.387 5.619 -3.696
H -2.096 3.243 -3.476
H 1.124 1.783 -3.872
H 1.887 0.811 -6.032
H 0.802 -1.200 -6.930
H -1.020 -2.331 -5.654
H -1.796 -1.371 -3.501
H 0.551 -2.967 -7.419
H -0.114 -3.144 -7.098
C -0.330 0.064 5.215
C -0.656 0.774 3.928
C -2.090 1.274 4.041
O -0.556 -0.131 2.836
B -0.114 0.682 1.781
O 0.287 1.979 2.126
C 0.342 1.934 3.547
C -0.029 3.278 4.114
C 1.764 1.638 4.004
H -1.047 -0.752 5.373
H -0.405 0.731 6.082
H 0.663 -0.372 5.221
H -2.751 0.414 4.158
H -2.222 1.905 4.929
H -2.414 1.835 3.167
H 0.010 3.286 5.208
H 0.683 4.032 3.757
H -1.023 3.592 3.817
H 2.120 0.659 3.691
H 2.431 2.393 3.586
H 1.841 1.707 5.096
*
```


Formula: C42H44ClN2OP2Ti
Source: the Open Molecules 2025 dataset
Level of theory: ωB97M-V with the def2-TZVPD basis set

The frontier orbital gap (spin up / spin down) is 0.1425 / 0.1438 hartree. Its LUMO energy (spin up / spin down) is -12.54 / -12.51 eV.

The geometry in ORCA input format:
```
! wB97M-V def2-TZVPD RIJCOSX def2/J DEFGRID3
* xyz 3 1
Ti 0.375 0.003 0.175
Cl 2.575 0.033 -0.306
P -0.057 -2.485 -0.282
P -0.057 2.480 -0.308
C 0.308 -3.281 1.325
C 1.183 -3.131 -1.420
C -1.670 -3.097 -0.792
C -1.727 3.168 -0.270
C 0.855 3.322 1.061
C 0.794 3.031 -1.808
C -0.642 -4.097 1.954
C -0.320 -4.732 3.154
C 0.934 -4.530 3.740
C 1.865 -3.669 3.149
C 1.547 -3.033 1.951
H -1.610 -4.264 1.479
H -1.057 -5.404 3.596
H 1.195 -5.058 4.657
H 2.856 -3.527 3.589
H 2.287 -2.389 1.468
C -2.835 -2.620 -0.153
C -4.085 -3.103 -0.547
C -4.146 -4.020 -1.605
C -2.995 -4.447 -2.292
C -1.750 -3.957 -1.901
H -2.760 -1.866 0.639
H -4.984 -2.763 -0.011
H -5.113 -4.413 -1.900
H -3.038 -5.165 -3.117
H -0.821 -4.243 -2.407
C 1.780 -4.371 -1.142
C 2.715 -4.901 -2.032
C 3.079 -4.163 -3.168
C 2.538 -2.890 -3.423
C 1.593 -2.371 -2.541
H 1.501 -4.915 -0.237
H 3.127 -5.896 -1.827
H 3.780 -4.586 -3.885
H 2.818 -2.303 -4.309
H 1.164 -1.383 -2.734
C 2.238 3.558 0.950
C 2.934 4.218 1.960
C 2.275 4.537 3.148
C 0.931 4.164 3.336
C 0.229 3.529 2.307
H 2.782 3.290 0.048
H 3.970 4.522 1.781
H 2.803 5.084 3.934
H 0.416 4.412 4.268
H -0.818 3.232 2.444
C -2.803 2.431 0.283
C -4.089 2.979 0.269
C -4.288 4.258 -0.283
C -3.220 4.987 -0.837
C -1.945 4.429 -0.846
H -2.659 1.424 0.700
H -4.911 2.392 0.699
H -5.289 4.692 -0.274
H -3.342 5.985 -1.272
H -1.122 4.974 -1.306
C 1.165 4.390 -1.908
C 1.760 4.863 -3.081
C 2.086 3.959 -4.105
C 1.823 2.587 -3.970
C 1.188 2.123 -2.820
H 0.984 5.089 -1.079
H 1.933 5.944 -3.167
H 2.542 4.326 -5.023
H 2.083 1.862 -4.754
H 1.016 1.048 -2.734
H -1.121 -0.135 -0.198
H -0.503 -0.136 -1.248
C 2.708 0.417 3.454
N 1.405 0.116 4.011
C 1.390 0.049 5.482
C -0.034 0.020 5.934
C -0.807 -1.012 5.166
N -0.837 -0.482 3.803
C -2.033 -0.646 2.997
C 0.317 -0.069 3.252
O 0.347 0.078 1.968
H 2.626 0.414 2.347
H 3.427 -0.338 3.792
H 3.041 1.396 3.816
H 1.896 -0.869 5.798
H 1.989 0.923 5.805
H -0.461 1.019 5.779
H -0.080 -0.228 6.987
H -1.881 -1.029 5.374
H -0.362 -2.035 5.190
H -2.303 -1.719 2.938
H -2.843 -0.080 3.494
H -1.869 -0.271 1.965
*
```


no.,maximum force (eV Å⁻¹)
1,2.108
2,2.950
3,3.496
4,2.724
5,9.185